(1)
{"formula": "C4H15N3O", "method": "the ωB97M-V functional and the def2-TZVPD basis", "orbital_gap_ev": 10.1, "smiles": "NCC[C@@H](N)CN.O", "energy_ha": -400.898369, "e_above_lowest_kcal_mol": 12.4, "elements": ["N", "C", "C", "C", "N", "C", "N", "H", "H", "H", "H", "H", "H", "H", "H", "H", "H", "H", "H", "H", "H", "H", "O"], "positions_angstrom": [[0.81310, 0.25137, -1.30274], [0.52901, -0.02306, 0.11212], [-0.26398, 1.18893, 0.61664], [-1.60741, 1.38226, -0.03237], [-2.46710, 0.18119, 0.07808], [1.81906, -0.15216, 0.92358], [2.79561, -1.05575, 0.27951], [1.51044, 0.98496, -1.37153], [1.24794, -0.54000, -1.76522], [-0.10101, -0.89657, 0.20600], [-0.35681, 1.11663, 1.70931], [0.31639, 2.07011, 0.46207], [-1.50163, 1.61372, -1.09391], [-2.08543, 2.26548, 0.35936], [-2.53312, -0.07231, 1.06102], [-3.40499, 0.46756, -0.17933], [1.55606, -0.49865, 1.93293], [2.23652, 0.83899, 1.01175], [2.27769, -1.78266, -0.09158], [3.38833, -1.44716, 0.98979], [-1.28178, -1.58105, -1.99018], [-1.68482, -2.01200, -0.56927], [-1.20207, -2.29983, -1.34602]], "atomic_forces_ev_per_a": [[-0.167, -0.439, -0.340], [0.479, 1.243, -0.377], [-0.104, -0.884, 0.653], [-0.317, -0.354, -0.642], [0.073, 0.382, 0.304], [-0.276, -0.666, 0.190], [0.420, 2.103, 0.917], [-0.042, 0.130, 0.122], [-0.131, -0.103, 0.145], [0.152, -0.323, -0.194], [-0.220, -0.084, -0.038], [0.580, 0.800, -0.260], [0.275, -0.297, -0.048], [-0.246, 0.420, 0.585], [-0.023, 0.014, 0.014], [-0.077, -0.234, -0.104], [0.018, 0.127, 0.015], [0.375, 0.408, 0.090], [-1.036, -2.036, -1.007], [0.321, -0.145, 0.136], [-0.059, -0.066, 0.471], [-0.268, 0.448, -0.102], [0.273, -0.443, -0.530]]}


(2)
{"formula": "C8H12FNO", "method": "the ωB97M-V functional and the def2-TZVPD basis", "orbital_gap_ev": [9.1, 7.8], "energy_ha": -541.704443, "e_above_lowest_kcal_mol": 50.4, "elements": ["C", "C", "C", "C", "C", "C", "C", "C", "N", "O", "F", "H", "H", "H", "H", "H", "H", "H", "H", "H", "H", "H", "H"], "positions_angstrom": [[1.55768, -0.67483, 2.15878], [0.56133, 0.14582, 1.94579], [0.98406, -1.91292, -1.37506], [-0.27905, -0.01963, 0.69448], [0.47507, 0.39379, -0.57757], [0.35271, -0.60917, -1.76197], [0.15170, 1.28360, 2.85930], [-1.10405, -0.85431, -2.16136], [1.44958, -2.17370, -0.26721], [0.99812, -0.07572, -2.89696], [2.44032, -0.70709, 3.16656], [-0.56295, -1.06825, 0.62126], [-1.19071, 0.56861, 0.79270], [0.12428, 1.36138, -0.94246], [1.54022, 0.48326, -0.34526], [0.15798, 2.21767, 2.29967], [0.83124, 1.36878, 3.70182], [-0.85751, 1.10775, 3.23248], [-1.56691, 0.09769, -2.40745], [-1.65275, -1.32521, -1.35227], [-1.13385, -1.49210, -3.03972], [1.87051, -3.04915, 0.00320], [1.91724, 0.11690, -2.67981]], "atomic_forces_ev_per_a": [[0.550, -0.168, 0.446], [-0.646, 0.400, -0.009], [0.480, -0.526, 0.617], [0.283, -0.208, -0.061], [-0.016, -0.195, -0.405], [-0.666, 0.734, 0.377], [0.437, -0.431, 0.014], [0.430, 0.121, -0.031], [-0.048, 0.167, -0.117], [0.084, 0.038, -0.317], [-0.459, 0.106, -0.432], [-0.137, 0.069, -0.006], [-0.054, -0.032, 0.059], [0.039, -0.013, -0.073], [-0.079, 0.042, -0.038], [-0.036, 0.102, -0.010], [0.004, 0.096, 0.119], [-0.034, 0.048, 0.011], [-0.052, 0.106, -0.004], [-0.088, -0.063, 0.071], [-0.025, -0.098, -0.050], [0.054, -0.275, -0.204], [-0.022, -0.018, 0.043]]}


(3)
{"formula": "C2HN3O3", "method": "the ωB97M-V functional and the def2-TZVPD basis", "orbital_gap_ev": 10.2, "smiles": "O=c1nnoc(=O)[nH]1", "energy_ha": -466.748214, "e_above_lowest_kcal_mol": 75.1, "elements": ["C", "C", "H", "N", "N", "N", "O", "O", "O"], "positions_angstrom": [[-1.23675, -0.16480, 0.04435], [1.24611, -0.16590, -0.00167], [-0.02130, -1.73404, 0.14459], [-1.12396, 1.25008, -0.06394], [-0.03771, 1.87871, -0.04012], [0.00066, -0.78280, 0.13639], [-2.25554, -0.72657, -0.11611], [1.14052, 1.16712, 0.04310], [2.28798, -0.72179, -0.14659]], "atomic_forces_ev_per_a": [[2.408, 0.537, -1.077], [-1.007, -1.130, 0.005], [0.135, -3.249, -0.039], [1.243, 2.338, 0.387], [-2.926, -1.501, -0.116], [0.325, 2.596, 0.251], [-1.403, -0.684, 0.386], [1.510, 0.994, 0.023], [-0.285, 0.098, 0.181]]}


(4)
{"formula": "H10O4S2", "method": "the ωB97M-V functional and the def2-TZVPD basis", "orbital_gap_ev": 9.4, "smiles": "SS.O.O.O.O", "energy_ha": -1103.289044, "e_above_lowest_kcal_mol": 25.9, "elements": ["S", "S", "H", "H", "H", "H", "O", "H", "H", "O", "H", "H", "O", "H", "H", "O"], "positions_angstrom": [[-0.52699, 1.92478, -0.50098], [-1.14187, 0.94704, -2.24715], [0.76319, 1.59585, -0.40714], [-0.32379, 1.48447, -3.18822], [-0.35245, -0.94204, 2.63568], [0.59170, -1.79598, 1.63759], [0.33288, -1.60029, 2.53705], [-2.60998, 0.57267, 1.31735], [-1.93805, 1.54492, 2.30383], [-2.64774, 1.46431, 1.66412], [-0.85504, -1.83572, -1.18160], [-0.21873, -3.15281, -1.47905], [-0.13357, -2.40500, -0.88048], [3.75611, 0.59775, -0.40384], [2.20140, 0.73508, -0.75741], [3.10293, 0.86495, -1.04976]], "atomic_forces_ev_per_a": [[-0.294, 0.242, -0.553], [0.513, 0.002, 0.213], [0.018, -0.178, -0.180], [-0.232, 0.089, 0.396], [-0.052, 0.057, -0.717], [-0.555, 0.369, -0.462], [0.573, -0.471, 1.082], [0.125, -0.183, 0.002], [0.106, -0.088, 0.040], [-0.483, 0.268, 0.175], [0.224, 0.182, 0.146], [0.233, -0.210, 0.081], [-0.374, 0.125, -0.157], [-0.391, -0.198, 0.429], [0.333, -0.505, 0.478], [0.256, 0.498, -0.973]]}


(5)
{"formula": "C17H20BFO6", "method": "the ωB97M-V functional and the def2-TZVPD basis", "orbital_gap_ev": 8.5, "smiles": "CB(O)c1cc(CC(=O)F)c2c(c1)C(=O)C=CC2=O.COCCOC", "energy_ha": -1235.946268, "elements": ["C", "B", "O", "C", "C", "C", "C", "C", "O", "F", "C", "C", "C", "C", "O", "C", "C", "C", "O", "H", "H", "H", "H", "H", "H", "H", "H", "H", "H", "C", "O", "C", "C", "O", "C", "H", "H", "H", "H", "H", "H", "H", "H", "H", "H"], "positions_angstrom": [[-3.13633, 0.22399, -2.07099], [-2.29701, -1.05114, -2.52243], [-2.80742, -1.97100, -3.42469], [-0.85979, -1.22494, -1.85921], [-0.55488, -2.25656, -0.97416], [0.68872, -2.37170, -0.38466], [0.95232, -3.55051, 0.55110], [1.90835, -4.51600, -0.18280], [1.97529, -4.50931, -1.37760], [2.67479, -5.33529, 0.55758], [1.67010, -1.43696, -0.63896], [1.38332, -0.39922, -1.53980], [0.15417, -0.30390, -2.12430], [2.47848, 0.60844, -1.85663], [2.54915, 1.12340, -2.94697], [3.46119, 0.86449, -0.74105], [3.70334, -0.09987, 0.13533], [3.03187, -1.44983, -0.01816], [3.63595, -2.44040, 0.33160], [-2.69493, 0.64814, -1.15535], [-4.17615, -0.03236, -1.82594], [-3.07989, 1.02644, -2.82496], [-2.66443, -1.71628, -4.34175], [-1.35141, -2.97000, -0.76086], [1.36621, -3.19730, 1.50082], [-0.00757, -4.06033, 0.70370], [-0.05818, 0.52139, -2.80327], [3.94380, 1.83258, -0.61551], [4.39692, 0.07577, 0.95590], [-1.04777, 3.60125, 0.48612], [-0.91761, 2.19107, 0.55861], [0.13461, 1.77714, 1.42028], [-0.39358, 1.33262, 2.76917], [-0.96664, 2.41407, 3.48934], [-2.38311, 2.43048, 3.42254], [-2.00870, 3.82611, 0.02429], [-1.01888, 4.06420, 1.47469], [-0.25170, 4.02079, -0.13832], [0.87889, 2.57126, 1.53533], [0.62432, 0.92375, 0.93813], [0.44401, 0.95947, 3.36731], [-1.11457, 0.51744, 2.65291], [-2.79763, 1.65828, 4.07950], [-2.74431, 2.27559, 2.40350], [-2.72331, 3.40478, 3.77063]], "atomic_forces_ev_per_a": [[0.494, -0.151, 0.526], [-0.235, 0.590, 0.318], [0.489, 0.267, 0.158], [0.060, -0.343, -0.029], [-0.734, 0.154, -0.460], [0.103, -1.103, 0.969], [0.396, -0.128, -0.402], [-0.245, 0.984, -1.297], [0.193, -0.648, 1.199], [-0.573, 0.335, 0.038], [0.305, 0.667, -0.314], [1.325, 0.203, 0.536], [-0.924, 0.502, -0.750], [-0.240, -0.292, 0.080], [0.031, 0.269, 0.303], [-0.426, 0.212, -0.111], [-0.443, -0.239, 0.018], [0.639, 0.483, 0.126], [-0.514, -0.144, 0.176], [-0.079, -0.022, -0.253], [0.119, 0.143, -0.452], [-0.299, -0.276, 0.061], [-0.212, -0.216, -0.057], [0.375, -0.103, 0.117], [-0.052, -0.381, -0.090], [0.339, -0.047, 0.232], [0.259, -0.059, 0.102], [-0.095, -0.135, -0.503], [-0.050, -0.448, -0.162], [-0.024, -0.017, -0.125], [0.046, 0.124, 0.145], [-0.217, -0.346, -0.228], [0.281, 0.258, 0.217], [-0.146, -0.058, -0.199], [0.036, 0.014, 0.129], [0.021, -0.068, -0.036], [0.029, -0.019, 0.012], [0.003, 0.077, 0.049], [-0.040, 0.031, 0.064], [0.031, -0.004, 0.024], [0.004, -0.050, -0.030], [-0.017, 0.020, -0.073], [-0.080, -0.009, -0.060], [0.015, -0.021, -0.006], [0.058, -0.007, 0.040]]}


(6)
{"formula": "C32H41N2O13", "method": "the ωB97M-V functional and the def2-TZVPD basis", "multiplicity": 2, "orbital_gap_ev": [6.6, 7.7], "energy_ha": -2331.518628, "elements": ["C", "C", "C", "C", "N", "C", "C", "C", "C", "C", "C", "N", "O", "C", "C", "C", "C", "H", "H", "H", "H", "H", "H", "H", "H", "H", "H", "H", "H", "H", "H", "H", "H", "H", "H", "H", "H", "H", "H", "H", "H", "H", "H", "H", "H", "H", "C", "C", "C", "O", "C", "C", "C", "O", "O", "O", "H", "H", "H", "H", "C", "C", "C", "O", "C", "C", "C", "O", "O", "O", "H", "H", "H", "H", "C", "C", "C", "O", "C", "C", "C", "O", "O", "O", "H", "H", "H", "H"], "positions_angstrom": [[5.86186, -2.72220, 0.45020], [5.23565, -1.38386, 0.87666], [3.71978, -1.27136, 0.63770], [3.30860, -0.18787, -0.36706], [1.83881, -0.24823, -0.42999], [1.18601, 0.74126, -1.30879], [-0.00293, 0.10935, -2.04490], [3.91953, -0.53083, -1.75412], [4.68969, 0.52308, -2.57237], [6.20564, 0.30118, -2.51256], [4.25179, 0.41598, -4.03347], [4.36281, 1.89878, -2.11930], [4.77305, 2.81620, -2.90032], [4.35950, 2.27850, -0.68002], [3.56790, 3.58260, -0.56991], [5.79898, 2.55290, -0.21586], [3.68011, 1.20627, 0.19980], [6.02031, -3.37950, 1.30779], [5.23214, -3.25655, -0.26495], [6.83870, -2.58352, -0.01876], [5.75260, -0.56199, 0.37196], [5.42946, -1.23494, 1.94176], [3.17559, -1.08727, 1.56765], [3.34794, -2.22983, 0.25116], [1.56789, -1.16959, -0.75414], [1.89194, 1.21431, -2.00253], [0.81012, 1.55369, -0.68105], [-0.04034, -0.95568, -1.82575], [-0.93536, 0.56979, -1.70798], [0.02028, 0.24408, -3.12813], [3.07607, -0.85670, -2.37041], [4.57292, -1.40274, -1.65712], [6.59789, 0.28775, -1.49622], [6.71703, 1.08991, -3.06765], [6.43728, -0.65646, -2.98741], [3.23818, 0.80270, -4.15880], [4.92155, 0.96162, -4.69566], [4.24878, -0.63827, -4.32428], [2.58181, 3.48228, -1.02967], [4.09465, 4.40273, -1.05597], [3.42893, 3.81768, 0.48800], [5.77596, 3.23003, 0.64245], [6.32244, 1.65051, 0.10374], [6.36525, 3.03196, -1.01597], [4.30139, 1.07552, 1.09025], [2.73999, 1.62507, 0.56373], [-3.12900, 2.76264, 1.15684], [-1.86574, 2.84573, 0.70672], [-1.52229, 3.39905, -0.67089], [-0.33510, 3.42810, -0.94731], [-2.58571, 3.83351, -1.53870], [-3.84772, 3.74675, -1.08852], [-4.19205, 3.21130, 0.29537], [-5.37864, 3.19943, 0.57361], [-4.91217, 4.10881, -1.77676], [-0.80872, 2.45859, 1.39146], [-3.38036, 2.37208, 2.13285], [-2.33556, 4.21444, -2.51851], [-5.67858, 3.93648, -1.19148], [-0.03462, 2.62134, 0.81643], [-2.13390, -3.28462, 1.17213], [-2.93779, -3.19403, 2.24484], [-2.81149, -2.07445, 3.27179], [-3.62187, -2.10333, 4.18385], [-1.77502, -1.09249, 3.11159], [-0.95510, -1.18188, 2.04657], [-1.12042, -2.27924, 0.99565], [-0.35406, -2.20402, 0.05481], [0.03803, -0.34330, 1.83736], [-3.91481, -4.03596, 2.51316], [-2.22830, -4.06660, 0.43232], [-1.67471, -0.31883, 3.85965], [0.55892, -0.60566, 1.03775], [-4.34644, -3.71399, 3.33438], [-8.80413, -1.17320, 1.39628], [-9.01159, -2.14816, 0.49760], [-8.36676, -3.52233, 0.61327], [-8.65082, -4.31553, -0.26679], [-7.48364, -3.79197, 1.72133], [-7.27695, -2.81573, 2.61750], [-7.93287, -1.44673, 2.51180], [-7.66201, -0.66225, 3.40326], [-6.49152, -2.92582, 3.67432], [-9.78319, -2.03088, -0.56636], [-9.25971, -0.19631, 1.32023], [-7.01678, -4.76424, 1.79030], [-6.52210, -2.05903, 4.13135], [-9.74287, -2.89596, -1.02279]], "atomic_forces_ev_per_a": [[0.111, -0.006, -0.010], [0.018, -0.005, 0.166], [-0.071, -0.197, -0.084], [0.171, 0.235, 0.088], [-0.178, -0.122, -0.145], [-0.079, 0.073, 0.209], [-0.101, 0.292, -0.023], [-0.118, 0.016, -0.099], [-0.092, 0.011, 0.050], [0.069, -0.002, -0.048], [-0.031, -0.099, -0.091], [0.423, -0.133, 0.175], [-0.176, 0.146, -0.166], [-0.110, -0.074, -0.014], [-0.080, 0.052, -0.062], [0.105, 0.024, 0.077], [-0.098, 0.006, 0.129], [-0.120, -0.018, -0.069], [0.033, 0.038, 0.016], [-0.039, 0.031, 0.038], [-0.090, -0.060, -0.022], [0.067, 0.058, -0.075], [0.069, 0.039, -0.003], [-0.022, 0.048, 0.073], [0.157, -0.091, -0.036], [0.010, -0.206, -0.024], [0.218, -0.107, -0.196], [-0.224, 0.041, -0.151], [-0.048, -0.214, 0.018], [0.217, 0.017, 0.072], [0.088, -0.046, 0.037], [-0.041, 0.060, -0.008], [-0.056, -0.078, -0.021], [-0.047, -0.013, 0.038], [0.008, 0.047, 0.069], [0.036, 0.003, 0.015], [-0.068, 0.040, 0.038], [0.069, 0.063, 0.003], [0.038, -0.020, 0.009], [-0.026, -0.035, 0.025], [0.055, 0.035, -0.039], [-0.008, -0.056, -0.044], [-0.035, 0.006, -0.078], [-0.042, 0.025, 0.061], [-0.027, -0.006, -0.087], [0.073, -0.021, 0.070], [0.029, -0.044, 0.071], [-0.046, 0.047, -0.155], [0.005, -0.030, 0.097], [-0.057, 0.168, -0.020], [-0.034, 0.013, -0.072], [0.020, -0.057, 0.138], [-0.026, 0.031, -0.081], [0.004, -0.022, 0.018], [0.021, 0.068, -0.156], [-0.097, 0.041, 0.155], [0.023, -0.001, 0.003], [-0.016, 0.008, 0.001], [-0.021, -0.024, 0.061], [0.027, 0.052, 0.004], [-0.111, -0.061, 0.024], [0.028, 0.149, 0.052], [-0.033, -0.055, -0.029], [0.018, 0.026, 0.030], [-0.046, 0.040, 0.006], [0.075, -0.009, 0.101], [0.225, 0.493, 0.228], [0.030, -0.471, -0.225], [-0.242, -0.301, 0.190], [-0.049, -0.155, -0.039], [-0.010, -0.005, 0.004], [0.025, 0.011, -0.016], [0.228, 0.249, -0.242], [-0.043, 0.081, -0.023], [-0.051, 0.050, -0.044], [0.090, -0.110, 0.070], [-0.041, 0.057, -0.030], [0.017, -0.014, 0.001], [0.043, -0.052, 0.030], [-0.078, 0.131, -0.049], [0.051, -0.052, 0.041], [-0.005, 0.022, -0.020], [0.076, -0.204, 0.019], [-0.089, 0.144, -0.034], [-0.008, -0.009, -0.015], [0.010, 0.010, 0.015], [0.021, 0.049, 0.007], [0.028, -0.063, 0.001]]}


(7)
{"formula": "C5H3O3V", "method": "the ωB97M-V functional and the def2-TZVPD basis", "multiplicity": 5, "orbital_gap_ev": [5.6, 5.5], "energy_ha": -1361.159226, "e_above_lowest_kcal_mol": 0.0, "charge": 2, "elements": ["C", "C", "O", "C", "C", "O", "C", "O", "V", "H", "H", "H"], "positions_angstrom": [[1.56303, -0.26790, -1.06459], [2.57808, -0.35895, -1.85131], [3.44038, -0.37220, -2.64537], [0.50307, -0.95094, -0.32398], [-0.53303, 0.12006, -0.31597], [-1.45416, 0.07194, 0.52681], [-1.17912, 1.57090, 3.13515], [-2.23158, 1.53663, 2.67481], [-3.06639, 0.73491, 1.00118], [0.10327, -1.86802, -0.77693], [0.86761, -1.14238, 0.70569], [-0.59117, 0.92595, -1.06548]], "atomic_forces_ev_per_a": [[0.703, 0.035, -0.235], [1.198, -0.560, -1.361], [-1.181, 0.243, 1.358], [0.693, 1.376, -0.491], [-0.602, -1.141, -0.064], [1.339, -0.337, -0.344], [-0.359, 0.205, 0.234], [0.723, 0.228, 0.619], [-2.550, 0.547, 0.298], [0.006, -0.119, 0.129], [-0.449, -0.195, -0.249], [0.481, -0.282, 0.105]]}